(one)
# CH4NO3

A structure of composition CH4NO3 (ωB97M-V/def2-TZVPD, the Open Molecules 2025 dataset).

## Properties
- Frontier orbital gap: 0.3356 hartree

The geometry in ORCA input format:
```
! RIJCOSX wB97M-V def2-TZVPD def2/J DEFGRID3
* xyz -1 1
C -1.433 -0.058 0.304
N 1.391 0.631 0.117
O 1.826 -0.562 -0.590
O -0.737 -1.046 0.212
O -1.471 0.891 -0.530
H -1.971 0.164 1.187
H 1.051 0.101 0.876
H 0.990 -1.008 -0.950
H 0.353 0.886 -0.625
*
```

These are the natural (NBO) partial charges, in e, on atoms 1 to 5:
1 C 0.62
2 N -0.58
3 O -0.68
4 O -0.77
5 O -0.80

---

(two)
# CH4NO3

A cluster of 2 separate species, CH4NO3 in total (ωB97M-V/def2-TZVPD, the Open Molecules 2025 dataset).

## Properties
- Frontier orbital gap: 0.3217 hartree

The geometry in ORCA input format:
```
! RIJCOSX wB97M-V def2-TZVPD def2/J DEFGRID3
* xyz -1 1
N 1.521 0.867 -0.019
C 0.905 -0.252 0.679
O -0.282 -0.480 0.346
O 1.607 -0.820 1.521
H 0.813 1.566 -0.199
H 2.225 1.258 0.600
H -2.205 -0.803 -1.739
H -1.911 -0.642 -0.283
O -2.673 -0.694 -0.906
*
```

These are the natural (NBO) partial charges, in e, on atoms 1 to 5:
1 N -0.92
2 C 0.88
3 O -0.86
4 O -0.78
5 H 0.35

---

It is (one) that is the least stable of them.

---

(one)
# CH5N2O

A cluster of 2 separate species, CH5N2O in total (ωB97M-V/def2-TZVPD, the Open Molecules 2025 dataset).

## Properties
- Frontier orbital gap: 0.3396 hartree

The geometry in ORCA input format:
```
! RIJCOSX wB97M-V def2-TZVPD def2/J DEFGRID3
* xyz 1 1
C -0.300 0.262 -0.592
N -1.471 -0.225 -0.145
N 0.724 0.071 0.204
O 2.013 0.114 -0.111
H -0.058 0.846 -1.398
H -2.302 0.241 -0.472
H -1.570 -0.858 0.628
H 0.488 -1.121 1.393
H 2.477 0.669 0.494
*
```

These are the natural (NBO) partial charges, in e, on atoms 1 to 5:
1 C 0.34
2 N -0.71
3 N -0.15
4 O -0.46
5 H 0.25

---

(two)
# CH5N2O

A cluster of 2 separate species, CH5N2O in total (ωB97M-V/def2-TZVPD, the Open Molecules 2025 dataset).

## Properties
- Frontier orbital gap (spin up / spin down): 0.3103 / 0.3102 hartree

The geometry in ORCA input format:
```
! RIJCOSX wB97M-V def2-TZVPD def2/J DEFGRID3
* xyz 1 1
C 0.294 0.485 -0.427
N 1.304 -0.211 0.162
N -0.909 0.220 -0.133
O -1.951 0.986 -0.371
H 0.521 1.393 -1.024
H 2.224 0.019 -0.174
H 1.345 -0.747 1.006
H -0.868 -0.968 1.251
H -2.640 0.769 -0.884
*
```

These are the natural (NBO) partial charges, in e, on atoms 1 to 5:
1 C 0.31
2 N -0.74
3 N -0.11
4 O -0.47
5 H 0.27

---

It is (two) that is the least stable of them.

---

(one)
# C3H6O4

A cluster of 2 separate species, C3H6O4 in total (ωB97M-V/def2-TZVPD, the Open Molecules 2025 dataset).

## Properties
- Frontier orbital gap (spin up / spin down): 0.2969 / 0.2960 hartree

The geometry in ORCA input format:
```
! RIJCOSX wB97M-V def2-TZVPD def2/J DEFGRID3
* xyz 0 1
C 0.454 -1.509 1.368
C 0.599 1.623 -0.668
C -1.591 0.007 -0.961
O -1.707 -1.160 -0.660
O 0.723 -1.006 0.119
O -0.155 0.553 -0.150
O -2.010 0.819 -1.723
H 0.466 -0.742 2.153
H -0.452 -2.117 1.411
H 1.345 -2.143 1.547
H 1.373 1.252 -1.347
H -0.096 2.244 -1.243
H 1.051 2.179 0.153
*
```

These are the natural (NBO) partial charges, in e, on atoms 1 to 5:
1 C -0.28
2 C -0.28
3 C 0.99
4 O -0.63
5 O -0.17

---

(two)
# C3H6O4

A cluster of 3 separate species, C3H6O4 in total (ωB97M-V/def2-TZVPD, the Open Molecules 2025 dataset).

## Properties
- Frontier orbital gap (spin up / spin down): 0.3423 / 0.2463 hartree

The geometry in ORCA input format:
```
! RIJCOSX wB97M-V def2-TZVPD def2/J DEFGRID3
* xyz 0 1
C 0.023 -1.993 0.252
C -1.979 0.426 0.158
C 1.773 1.252 0.422
O 0.660 -1.999 -0.987
O -1.367 1.112 -0.768
O 2.210 0.362 -0.260
O -3.067 0.458 0.608
H 0.030 -1.141 0.877
H 2.580 1.834 1.046
H 0.788 1.638 0.321
H 1.363 -1.350 -0.918
H -2.017 1.745 -1.157
H -0.997 -2.345 0.408
*
```

These are the natural (NBO) partial charges, in e, on atoms 1 to 5:
1 C -0.08
2 C 0.72
3 C 0.29
4 O -0.67
5 O -0.69

---

It is (two) that is the least stable of them.

---

(one)
# C3H2O2

An isolated molecule of C3H2O2 (ωB97M-V/def2-TZVPD, the Open Molecules 2025 dataset).

## Properties
- Frontier orbital gap: 0.3388 hartree
- SMILES: O=C=C1CO1

The geometry in ORCA input format:
```
! RIJCOSX wB97M-V def2-TZVPD def2/J DEFGRID3
* xyz 0 1
O -1.941 1.854 0.267
C -1.044 1.078 0.215
C -0.487 -0.075 0.379
C 0.715 -0.675 -0.317
O 0.545 -0.559 1.001
H 0.756 -1.702 -0.797
H 1.457 0.079 -0.748
*
```

These are the natural (NBO) partial charges, in e, on atoms 1 to 5:
1 O -0.44
2 C 0.59
3 C -0.05
4 C -0.06
5 O -0.42

---

(two)
# C3H2O2

A cluster of 2 separate species, C3H2O2 in total (ωB97M-V/def2-TZVPD, the Open Molecules 2025 dataset).

## Properties
- Frontier orbital gap: 0.3864 hartree

The geometry in ORCA input format:
```
! RIJCOSX wB97M-V def2-TZVPD def2/J DEFGRID3
* xyz 0 1
C 0.845 1.207 0.691
C -2.262 -0.649 0.551
C 1.005 -0.097 0.017
O -2.605 -0.363 -0.486
O 0.887 1.199 -0.578
H 1.980 -0.555 -0.076
H 0.149 -0.741 -0.120
*
```

These are the natural (NBO) partial charges, in e, on atoms 1 to 5:
1 C 0.31
2 C 0.50
3 C -0.29
4 O -0.50
5 O -0.41

---

It is (one) that is the least stable of them.

---

(one)
# C5H29N2O9

A cluster of 9 separate species, C5H29N2O9 in total (ωB97M-V/def2-TZVPD, the Open Molecules 2025 dataset).

## Properties
- Frontier orbital gap: 0.3365 hartree

The geometry in ORCA input format:
```
! RIJCOSX wB97M-V def2-TZVPD def2/J DEFGRID3
* xyz 1 1
C 2.031 2.268 -0.215
O 2.870 3.261 0.177
C 1.076 1.845 0.918
C -0.155 1.008 0.555
C -1.035 0.552 1.719
C -1.733 -0.579 1.906
N -0.919 1.531 2.778
N 1.780 1.424 2.177
H 2.621 1.307 -0.440
H 1.384 2.578 -1.042
H 2.397 4.185 0.169
H 0.838 2.880 1.360
H 0.239 0.049 0.083
H -0.794 1.613 -0.176
H -1.857 -1.283 1.119
H -2.270 -0.631 2.810
H -0.889 2.524 2.577
H -1.789 1.543 3.504
H 1.060 1.499 2.886
H 2.599 2.027 2.380
H 2.101 0.429 2.249
H 0.169 -3.909 0.400
H -0.418 -2.831 -0.413
O 0.282 -3.014 0.238
H -1.228 3.261 -0.466
H -0.957 4.454 0.547
O -0.761 3.608 0.226
H -1.709 -3.992 -1.884
H -1.987 -2.532 -2.101
O -1.806 -3.189 -1.415
H 0.879 -1.531 1.824
H 2.248 -1.706 1.268
O 1.801 -1.238 1.993
H -3.914 -1.853 -0.316
H -4.118 -0.656 -1.459
O -3.481 -1.160 -0.842
H -0.757 -1.502 -3.914
H -2.046 -0.678 -3.576
O -1.614 -1.521 -3.355
H 1.525 -2.375 -0.844
H 2.853 -1.976 -1.462
O 1.949 -1.727 -1.319
H 1.134 -0.887 -2.913
H 1.362 -1.964 -3.876
O 1.039 -1.114 -3.839
*
```

These are the natural (NBO) partial charges, in e, on atoms 1 to 5:
1 C -0.06
2 O -0.71
3 C -0.05
4 C -0.47
5 C 0.17

---

(two)
# C5H29N2O9

A cluster of 9 separate species, C5H29N2O9 in total (ωB97M-V/def2-TZVPD, the Open Molecules 2025 dataset).

## Properties
- Frontier orbital gap: 0.3718 hartree

The geometry in ORCA input format:
```
! RIJCOSX wB97M-V def2-TZVPD def2/J DEFGRID3
* xyz 1 1
N 0.755 -0.013 2.245
C -0.273 0.883 1.541
C -1.513 1.029 2.454
C -0.848 -0.036 0.444
N -0.697 0.200 -0.869
C 0.059 1.342 -1.381
C -0.774 2.618 -1.433
O -1.428 -1.077 0.792
H 1.413 0.662 2.637
H 0.358 -0.768 2.804
H 1.342 -0.527 1.557
H 0.154 1.793 1.184
H -1.795 0.020 2.774
H -2.418 1.458 2.024
H -1.151 1.671 3.263
H -1.219 -0.429 -1.476
H 0.961 1.520 -0.792
H 0.440 0.955 -2.344
H -1.359 2.777 -0.514
H -1.477 2.553 -2.276
H -0.053 3.433 -1.561
H -3.052 -0.495 -3.052
H -1.686 -0.797 -4.021
O -2.102 -0.524 -3.212
H 3.362 -0.284 -0.370
H 3.077 1.102 0.146
O 3.052 0.164 0.439
H 3.310 -2.868 -1.000
H 3.142 -2.454 -2.437
O 3.465 -2.131 -1.597
H -4.093 -0.978 -0.260
H -2.701 -1.726 -0.405
O -3.580 -1.574 -0.806
H -0.108 -2.270 -0.277
H 1.076 -3.141 -0.140
O 0.821 -2.213 0.002
H 3.525 3.458 -0.004
H 2.190 3.277 0.708
O 2.786 2.852 0.068
H 0.535 4.298 2.801
H 0.267 3.897 1.344
O 0.455 3.535 2.221
H -1.077 -3.648 -0.616
H -1.939 -4.497 0.177
O -1.108 -4.557 -0.313
*
```

These are the natural (NBO) partial charges, in e, on atoms 1 to 5:
1 N -0.71
2 C -0.12
3 C -0.63
4 C 0.68
5 N -0.59

---

It is (one) that is the least stable of them.